C16H12BrClCrIN3O11P2 as an isolated structure. Source: OMol25; level of theory: the ωB97M-V functional and the def2-TZVPD basis.

The geometry in XYZ format:
```
48
Properties=species:S:1:pos:R:3:lowdin_spin:R:1
Cr 0.6290 -0.4769 -0.6532 3.7881
O 2.6582 0.6128 3.2757 -0.0001
P 1.3290 0.4104 2.3800 0.0043
O 0.2900 1.3525 2.8185 0.0009
O 1.7708 0.3488 0.9236 0.0235
O 0.9143 -1.1207 2.7531 0.0014
P 1.2625 -2.3971 1.7990 0.0052
O 2.8488 -2.1758 1.5011 0.0010
O 1.0707 -3.6422 2.5548 -0.0008
O 0.5233 -2.1708 0.4928 0.0346
H 3.2896 -0.0894 3.0692 0.0001
H 2.9243 -1.4048 0.9085 0.0004
O -0.1041 5.4573 -0.9283 0.0000
C -1.0927 5.0688 -0.1473 0.0001
O -1.8483 5.8664 0.3697 0.0000
C -1.2610 3.6019 0.0448 0.0004
C -2.2483 3.0130 0.8081 0.0019
Cl -3.4468 3.7197 1.7953 0.0011
N -2.1145 1.6720 0.7166 0.0037
N -1.0643 1.3529 -0.0500 0.0322
C -0.5390 2.4864 -0.4620 0.0031
C 0.6478 2.4024 -1.3904 0.0071
O 1.1299 3.4687 -1.8259 0.0069
O 1.0547 1.2531 -1.6810 0.0148
C -2.9251 0.6281 1.2556 0.0005
C -2.3061 -0.4302 1.8969 0.0013
C -3.0785 -1.4819 2.3647 0.0002
C -4.4568 -1.4639 2.2071 0.0000
C -5.0651 -0.3960 1.5608 0.0002
C -4.2995 0.6509 1.0699 0.0000
H 0.4030 4.6539 -1.3402 -0.0001
H -1.2390 -0.4285 2.0420 0.0010
H -2.5844 -2.3146 2.8495 0.0000
H -5.0572 -2.2877 2.5750 0.0000
H -6.1386 -0.3828 1.4142 0.0000
H -4.7624 1.4672 0.5331 0.0000
I -0.9747 -1.4755 -2.6294 0.0107
Br 3.8815 -3.7691 -5.6534 0.0013
C 3.3791 -2.8377 -4.0718 0.0065
C 3.3317 -1.4600 -4.0801 -0.0003
C 2.9642 -0.8291 -2.8995 0.0095
N 2.6737 -1.4934 -1.7855 0.0293
C 2.6985 -2.8215 -1.8111 0.0095
C 3.0556 -3.5499 -2.9369 -0.0002
H 3.5491 -0.8857 -4.9687 -0.0001
H 2.8667 0.2488 -2.8479 0.0003
H 2.4022 -3.3206 -0.8969 0.0002
H 3.0581 -4.6299 -2.9201 -0.0001
```

Computed properties:
Total charge: -2
Orbital gap (spin up / spin down): 5.91 / 6.52 eV
Expectation value of S²: 6.011
2S+1: 5
Calculated total energy: -6668.5339 a.u.
Maximum force: 0.44 eV Å⁻¹
Energy relative to the best compared isomer or geometry (same formula, charge and spin): 0.000 eV
Highest occupied orbital energy (spin up / spin down): -2.3 / -2.9 eV

=====

C16H12Cl5N3O4Pd as an isolated structure. Source: OMol25; level of theory: the ωB97M-V functional and the def2-TZVPD basis.

The geometry in XYZ format:
```
41
Properties=species:S:1:pos:R:3:mulliken_charge:R:1
Pd 0.3022 0.2278 -1.1124 -0.7715
Cl 3.2526 -1.1196 -0.2610 -0.1743
C 3.3064 0.5270 -0.8753 1.0638
C 2.1007 1.1222 -1.3125 -1.0360
C 2.3033 2.4434 -1.7977 1.1516
Cl 0.9176 3.3597 -2.4031 -0.2174
C 3.5261 3.0966 -1.8388 -0.4666
Cl 3.6664 4.7200 -2.4519 -0.2261
C 4.6694 2.4492 -1.3790 0.6054
Cl 6.2120 3.2462 -1.4043 -0.2443
C 4.5510 1.1438 -0.8942 -0.4642
Cl 5.9829 0.3340 -0.3261 -0.2267
O -5.0076 -3.4968 -1.5414 -0.7674
C -5.0807 -2.2538 -1.8425 0.5345
O -6.0875 -1.6490 -2.2424 -0.7391
C -3.7691 -1.4942 -1.8587 0.5227
C -3.6365 -0.2610 -2.4328 -0.5714
N -2.3410 0.0820 -2.3407 0.4236
N -1.5929 -0.8305 -1.7165 -0.3934
C -2.4506 -1.8131 -1.4022 -0.3454
C -1.9704 -3.0155 -0.6222 0.4673
O -2.7938 -4.0354 -0.5963 -0.6190
O -0.9095 -3.0322 -0.0472 -0.5584
H -3.7544 -3.7944 -0.9837 0.4638
H -4.3817 0.3631 -2.9039 0.4977
H -1.8716 0.9227 -2.6045 0.1080
C 0.4702 -1.2210 2.1820 -1.4954
C 0.1961 0.2608 2.4946 2.7212
C 1.5019 1.0647 2.4564 -1.2384
C -0.4840 0.4097 3.8584 -1.9715
C -0.6933 0.7683 1.4257 -0.3983
N -1.2905 1.1245 0.5085 -0.6016
H 1.1262 -1.6348 2.9594 0.4638
H 0.9469 -1.3176 1.2045 0.1706
H -0.4549 -1.7970 2.1503 0.3574
H 2.1782 0.6808 3.2276 0.4077
H 1.3168 2.1265 2.6447 0.3774
H 1.9763 0.9644 1.4714 -0.0182
H 0.1824 0.0131 4.6340 0.3942
H -1.4231 -0.1437 3.8916 0.4093
H -0.6921 1.4594 4.0822 0.4046
```

Computed properties:
Total charge: -2
Orbital gap: 4.57 eV
Calculated total energy: -3511.0680 a.u.
Maximum force: 0.82 eV Å⁻¹
Energy relative to the best compared isomer or geometry (same formula, charge and spin): 0.958 eV
Highest occupied orbital energy: -0.4 eV

=====

C16H12F5FeN2O6S2 as an isolated structure in a non-equilibrium geometry. Source: OMol25; level of theory: the ωB97M-V functional and the def2-TZVPD basis.

The geometry in XYZ format:
```
44
Properties=species:S:1:pos:R:3:lowdin_spin:R:1
Fe 1.7550 0.1938 1.1876 4.1169
F 4.8176 5.3334 -1.0154 0.0119
C 4.4675 4.0423 -1.0182 0.0386
C 4.3164 3.2829 0.1736 -0.0059
F 4.7068 3.7368 1.3650 -0.0043
C 3.8006 2.0123 0.0964 0.0327
F 3.5978 1.3229 1.2779 0.0401
C 3.3885 1.3941 -1.1226 0.0304
S 2.7134 -0.1888 -1.0282 0.3411
C 3.6838 2.0919 -2.2939 0.0303
F 3.6042 1.4525 -3.4646 0.0089
C 4.1376 3.4062 -2.2348 -0.0066
F 4.4602 4.0840 -3.3651 -0.0040
C -0.3976 -4.7502 0.7584 0.0002
C -1.3798 -3.7032 0.4317 0.0000
C -2.4603 -3.5708 1.2835 0.0000
C -3.4131 -2.5394 0.9968 0.0000
C -3.1382 -1.6398 -0.0280 0.0001
C -2.0603 -1.7958 -0.8836 0.0002
C -1.2307 -2.8332 -0.6480 0.0001
S -4.1896 -0.2747 -0.2028 0.0002
O -5.1866 -0.3636 0.8818 0.0000
O -4.6197 -0.0139 -1.5461 0.0000
N -3.1011 0.8992 0.2467 0.0013
C -2.5648 1.8008 -0.7121 0.0014
C -1.1787 2.3596 -0.2035 0.0041
C -0.1584 1.4559 0.4257 0.0165
O -0.2711 0.2246 0.4721 0.0850
O 0.9334 1.9762 0.9660 0.1232
H -0.8483 -5.2186 1.6078 0.0000
H 0.5078 -4.3248 1.1937 0.0002
H -0.2747 -5.3794 -0.1708 0.0000
H -2.6706 -4.2557 2.1138 0.0000
H -4.3848 -2.4635 1.5184 0.0000
H -1.7741 -0.9959 -1.5686 0.0001
H -0.5715 -3.0659 -1.4344 0.0000
H -2.6832 0.7402 1.1717 0.0001
H -3.2181 2.6484 -0.8290 0.0001
H -2.4971 1.3305 -1.6975 0.0000
H -1.5436 3.1516 0.5516 0.0011
H -0.7407 2.9786 -1.0547 0.0004
O 1.8994 -0.6780 3.2900 0.0555
N 2.0884 -1.8203 2.8444 0.0151
O 1.6785 -2.0432 1.6673 0.0649
```

Computed properties:
Orbital gap (spin up / spin down): 8.71 / 5.52 eV
Expectation value of S²: 8.770
2S+1: 6
Calculated total energy: -3737.1178 a.u.
Maximum force: 3.36 eV Å⁻¹
Energy relative to the best compared isomer or geometry (same formula, charge and spin): 0.000 eV
Highest occupied orbital energy (spin up / spin down): -9.2 / -9.2 eV

=====

C16H12F6N4O5S6SbTc as an isolated structure. Source: OMol25; level of theory: the ωB97M-V functional and the def2-TZVPD basis.

The geometry in XYZ format:
```
51
Properties=species:S:1:pos:R:3:mulliken_charge:R:1
Tc 0.3626 -0.4890 -0.8587 0.5851
C -0.0456 -1.4650 3.3257 -1.4448
C 0.4559 -1.7489 1.9236 1.2660
N 0.7175 -0.5381 1.1260 1.4372
N 1.1745 0.4384 1.7707 -0.7008
C 1.4549 1.4639 0.8644 0.6451
O 1.2726 1.1570 -0.3513 -0.6497
C 1.9152 2.7353 1.2940 0.4935
C 2.2636 2.9374 2.6419 -0.2360
C 2.7115 4.1778 3.0388 -0.7958
C 2.7992 5.2106 2.1084 -0.3246
C 2.4461 5.0157 0.7729 -0.8795
C 2.0066 3.7803 0.3578 -0.3026
C -0.3875 -2.6348 1.0730 -0.4584
C -1.0547 -3.7472 1.5355 -0.8853
C -1.7047 -4.5676 0.6271 -0.5574
C -1.6641 -4.2528 -0.7218 -1.0090
C -0.9931 -3.1190 -1.1216 -0.4464
N -0.3665 -2.3270 -0.2328 0.7392
H 0.6552 -0.8302 3.8623 0.4230
H -0.1467 -2.4000 3.8704 0.4695
H -1.0134 -0.9618 3.2838 0.3616
H 2.1849 2.1240 3.3503 0.4564
H 2.9922 4.3506 4.0687 0.4446
H 3.1435 6.1855 2.4295 0.4260
H 2.5155 5.8335 0.0689 0.4408
H 1.7127 3.6088 -0.6698 0.4418
H -1.0541 -3.9774 2.5916 0.4417
H -2.2297 -5.4495 0.9704 0.4861
H -2.1539 -4.8669 -1.4633 0.5019
H -0.9545 -2.8256 -2.1611 0.6162
F -3.9388 2.1322 0.1522 -0.1705
C -3.7632 1.7720 -1.1021 0.5734
F -4.4334 0.6656 -1.3691 -0.1763
F -4.1069 2.7352 -1.9232 -0.1619
S -1.9523 1.4314 -1.3174 1.0010
O -1.7368 0.1018 -0.6681 -0.5449
O -1.2101 2.5069 -0.7476 -0.5668
N -1.8359 1.3275 -2.8790 -0.4059
S -0.9828 0.3380 -3.6981 1.0506
O -0.2588 0.9038 -4.7685 -0.5421
O -0.1253 -0.5637 -2.7976 -0.4738
C -2.1777 -0.9166 -4.3458 0.6050
F -1.4812 -1.9105 -4.8728 -0.1900
F -2.9583 -0.3622 -5.2323 -0.1699
F -2.8817 -1.3687 -3.3124 -0.1852
S 4.0897 -0.8988 -0.4155 -0.1758
Sb 3.7300 -3.1515 -1.1331 0.5537
S 2.1634 -2.5336 2.1305 0.1078
S 2.5284 -1.0618 -1.8018 0.0740
S 2.3163 -3.9646 0.7265 -0.1879
```

Computed properties:
Total charge: +2
Orbital gap (spin up / spin down): 6.50 / 6.37 eV
Calculated total energy: -4520.9665 a.u.
Maximum force: 0.62 eV Å⁻¹
Energy relative to the best compared isomer or geometry (same formula, charge and spin): 0.210 eV
Highest occupied orbital energy (spin up / spin down): -14.8 / -14.8 eV

=====

C16H12IN2O2S4SbSe4Tc as an isolated structure in a non-equilibrium geometry. Source: OMol25; level of theory: the ωB97M-V functional and the def2-TZVPD basis.

The geometry in XYZ format:
```
43
Properties=species:S:1:pos:R:3:mulliken_charge:R:1
Tc 1.1663 -0.1147 -0.5377 -0.1985
C -1.5255 3.1431 0.2116 -1.0443
C -2.7882 2.6355 -0.0750 -0.5686
C -2.8982 1.3091 -0.4301 -0.9813
C -1.7489 0.5184 -0.5074 0.7268
N -0.5275 1.0401 -0.2828 0.8417
C -0.4313 2.3156 0.0901 -0.2232
C -1.7361 -0.8902 -0.8445 1.2521
C -2.8946 -1.6520 -1.0082 -0.6040
C -2.8065 -2.9761 -1.3865 -0.8588
C -1.5617 -3.5378 -1.6215 -0.7553
C -0.4104 -2.7901 -1.4015 0.0538
C -0.4540 -1.4592 -0.9843 -0.0706
H -1.3798 4.1612 0.5273 0.4663
H -3.6588 3.2702 -0.0179 0.4668
H -3.8512 0.8684 -0.6722 0.4336
H 0.5571 2.7064 0.2890 0.4006
H -3.8611 -1.2098 -0.8193 0.3552
H -3.7054 -3.5582 -1.5114 0.4358
H -1.4861 -4.5620 -1.9552 0.4802
H 0.5511 -3.2644 -1.6125 0.5148
O 4.7060 4.0708 -4.6389 -0.4615
C 4.0802 3.3793 -3.9126 0.5696
S 2.7730 2.2896 -4.4617 -0.0694
C 2.4217 1.6139 -2.8937 0.2687
C 3.1290 2.0992 -1.8192 0.2560
S 2.8605 1.5479 -0.2412 -0.3912
S 4.3391 3.3126 -2.1495 -0.0789
S 1.3004 0.3340 -2.7772 -0.2358
N 1.6476 1.1462 3.0206 -0.1653
C 0.7911 0.1696 2.7906 0.3264
O 0.7067 -0.4217 1.6885 -0.1942
C -0.1533 -0.2423 3.8751 -0.8665
I -2.1346 0.1972 3.1379 0.1224
H 2.3413 1.3971 2.3253 0.0493
H 1.7704 1.5521 3.9369 0.2345
H -0.0111 0.2825 4.8164 0.5117
H -0.1218 -1.3246 4.0212 0.2069
Se 0.2239 -5.5008 1.0809 -0.2512
Sb 1.1782 -3.1967 1.5199 1.0251
Se 2.5079 -1.8812 -0.3167 -0.3216
Se 2.3453 -2.9693 3.6133 -0.4811
Se -1.2521 -3.8068 1.9360 -0.1768
```

Computed properties:
Total charge: +1
Orbital gap (spin up / spin down): 4.92 / 4.92 eV
Calculated total energy: -12693.9609 a.u.
Maximum force: 1.83 eV Å⁻¹
Energy relative to the best compared isomer or geometry (same formula, charge and spin): 0.000 eV
Highest occupied orbital energy (spin up / spin down): -10.7 / -10.7 eV

=====

C16H12MnN4O2S2 as an isolated structure in a non-equilibrium geometry. Source: OMol25; level of theory: the ωB97M-V functional and the def2-TZVPD basis.

The geometry in XYZ format:
```
37
Properties=species:S:1:pos:R:3:lowdin_spin:R:1
Mn 0.8887 -1.3364 0.0563 3.7263
C 3.8723 -2.4716 2.9166 -0.0009
C 2.7107 -1.6808 2.3651 0.0124
O 2.3652 -1.9989 1.1786 0.0294
C 2.1368 -0.6868 3.1323 0.0147
C 1.0935 0.1424 2.6688 0.0167
C 0.6493 1.2871 3.5328 -0.0006
N 0.5146 -0.0527 1.5143 -0.0164
N -0.4535 0.9253 1.1356 0.0045
C -1.0372 0.5248 0.0579 0.0037
O -0.7930 -0.6273 -0.5266 0.0193
C -1.9867 1.4300 -0.6400 -0.0019
C -2.4667 2.5871 -0.0326 -0.0003
C -3.3313 3.4193 -0.7234 0.0000
C -3.7153 3.1065 -2.0227 -0.0001
C -3.2338 1.9569 -2.6301 0.0001
C -2.3728 1.1151 -1.9383 0.0003
H 4.1590 -3.2376 2.2012 0.0001
H 3.6063 -2.9387 3.8660 0.0004
H 4.7231 -1.8134 3.1002 0.0001
H 2.5400 -0.5012 4.1171 0.0013
H 1.1771 1.2639 4.4837 -0.0001
H -0.4261 1.2516 3.7005 0.0007
H 0.8476 2.2293 3.0212 0.0006
H -2.1522 2.8225 0.9754 0.0000
H -3.7060 4.3180 -0.2487 0.0000
H -4.3875 3.7634 -2.5615 0.0000
H -3.5199 1.7127 -3.6450 0.0000
H -1.9805 0.2166 -2.3943 0.0002
S 2.2411 -0.8300 -1.8959 0.1255
C 1.1441 -2.1177 -2.3286 0.0187
S 0.8362 -3.3736 -1.1247 0.0103
C 0.4501 -2.0991 -3.5148 0.0148
C -0.4882 -3.1215 -3.8692 0.0021
N -1.2526 -3.9224 -4.1890 0.0063
C 0.6211 -1.0435 -4.4699 0.0047
N 0.7266 -0.2193 -5.2683 0.0073
```

Computed properties:
Total charge: -1
Orbital gap (spin up / spin down): 6.69 / 7.57 eV
Expectation value of S²: 6.065
2S+1: 5
Calculated total energy: -2933.9196 a.u.
Maximum force: 1.30 eV Å⁻¹
Energy relative to the best compared isomer or geometry (same formula, charge and spin): 0.000 eV
Highest occupied orbital energy (spin up / spin down): -4.8 / -5.1 eV